Entry from the OMol25 dataset: a molecular structure, C26H35N6OPSW in a non-equilibrium geometry (wB97M-V/def2-TZVPD).

Atoms and positions in Å:
W -0.196 0.638 0.579
C 3.409 -1.378 2.144
C 2.261 -0.853 1.357
N 1.214 -0.301 1.870
N 1.172 -0.196 3.236
C 0.014 0.236 3.669
N -0.158 0.358 4.986
S -1.359 0.673 2.663
C 2.210 -0.971 -0.112
C 3.143 -1.666 -0.848
C 2.995 -1.744 -2.228
C 1.926 -1.107 -2.830
C 1.023 -0.430 -2.035
N 1.158 -0.367 -0.702
H 3.382 -0.998 3.158
H 4.356 -1.113 1.671
H 3.358 -2.470 2.188
H 0.570 0.055 5.613
H -1.047 0.630 5.368
H 3.967 -2.153 -0.344
H 3.709 -2.298 -2.824
H 1.781 -1.136 -3.901
H 0.169 0.077 -2.454
C -2.764 -2.651 2.026
C -1.353 -2.743 1.441
C -1.380 -2.873 -0.065
C -1.270 -4.138 -0.624
C -1.403 -4.338 -1.990
C -1.659 -3.259 -2.814
C -1.776 -1.966 -2.305
C -2.048 -0.858 -3.312
C -3.451 -0.934 -3.921
C -1.625 -1.794 -0.920
N -1.693 -0.456 -0.361
C -2.789 0.248 -0.583
C -2.739 1.622 -0.353
C -3.658 2.661 -0.351
C -2.940 3.820 -0.028
C -1.615 3.450 0.155
N -1.464 2.118 -0.048
H -2.739 -2.670 3.117
H -3.372 -3.493 1.688
H -3.265 -1.730 1.719
H -0.840 -3.612 1.855
H -0.778 -1.873 1.751
H -1.094 -4.984 0.032
H -1.318 -5.334 -2.406
H -1.767 -3.411 -3.882
H -1.317 -0.953 -4.120
H -1.904 0.133 -2.880
H -3.598 -1.878 -4.444
H -3.607 -0.126 -4.636
H -4.227 -0.864 -3.155
H -3.685 -0.249 -0.939
H -4.716 2.580 -0.556
H -3.332 4.822 0.056
H -0.776 4.070 0.423
C 2.926 3.509 -0.932
P 2.385 3.135 0.714
C 1.968 4.654 1.528
C 3.720 2.373 1.599
O 1.176 2.200 0.677
H 3.707 4.272 -0.908
H 2.076 3.888 -1.501
H 3.319 2.612 -1.412
H 2.877 5.171 1.843
H 1.357 4.438 2.405
H 1.416 5.302 0.846
H 4.583 3.040 1.659
H 4.013 1.458 1.081
H 3.381 2.127 2.608

Its expectation value of S² is 2.041. The value obtained for the HOMO energy (spin up / spin down) is -13.0 / -13.6 eV. The energy relative to the best compared isomer or geometry (same formula, charge and spin) comes out at 15.0 kcal/mol. As for the net charge: +2. The value obtained for the LUMO energy (spin up / spin down) is -6.63 / -6.97 eV. Its spin multiplicity is 3. The orbital gap (spin up / spin down) is 6.375 / 6.673 eV.

=====

Entry from the OMol25 dataset: a molecular structure, C26H36AsN5PdSi2 (wB97M-V/def2-TZVPD).

Atoms and positions in Å:
Pd -2.632 -1.408 0.557
C 2.803 4.259 -6.058
C 2.371 3.309 -4.972
C 3.020 2.100 -4.743
C 2.616 1.234 -3.744
C 1.516 1.502 -2.885
N 1.040 0.670 -1.942
C 1.830 -0.295 -1.381
C 3.184 -0.089 -1.035
C 3.946 -1.043 -0.387
C 3.407 -2.275 -0.028
C 4.209 -3.304 0.724
C 2.073 -2.497 -0.336
C 1.298 -1.548 -0.989
N -0.052 -1.894 -1.282
C -1.155 -1.087 -1.277
C -2.252 -1.905 -1.571
C -1.678 -3.200 -1.686
N -0.374 -3.188 -1.514
C 0.858 2.741 -3.158
C 1.284 3.601 -4.154
N -0.288 3.129 -2.397
C -0.564 2.852 -1.101
C -1.720 3.522 -0.779
C -2.072 4.191 -1.964
N -1.209 3.952 -2.939
H 3.726 3.914 -6.528
H 2.987 5.266 -5.671
H 2.048 4.352 -6.846
H 3.864 1.820 -5.368
H 3.137 0.294 -3.619
H 3.628 0.865 -1.291
H 4.982 -0.820 -0.145
H 5.279 -3.181 0.541
H 3.930 -4.317 0.427
H 4.049 -3.230 1.805
H 1.600 -3.433 -0.071
H -1.034 -0.019 -1.283
H -3.234 -1.594 -1.895
H -2.176 -4.132 -1.909
H 0.729 4.521 -4.288
H 0.065 2.180 -0.546
H -2.243 3.500 0.162
H -2.929 4.818 -2.157
C -2.947 -4.276 2.656
Si -2.070 -2.634 3.033
C -1.600 -2.789 4.883
C -0.377 -2.785 2.194
As -3.646 -0.947 2.739
Si -2.324 0.880 3.248
C -2.415 1.326 5.095
C -0.479 0.805 2.848
C -3.000 2.396 2.338
H -2.331 -5.127 2.970
H -3.136 -4.358 1.584
H -3.907 -4.331 3.177
H -1.017 -3.701 5.059
H -2.492 -2.809 5.514
H -0.991 -1.936 5.199
H 0.250 -3.504 2.741
H 0.177 -1.850 2.113
H -0.520 -3.166 1.180
H -2.010 0.516 5.707
H -3.453 1.483 5.399
H -1.848 2.239 5.310
H 0.024 0.061 3.472
H 0.001 1.774 3.026
H -0.324 0.519 1.805
H -4.043 2.578 2.610
H -2.968 2.209 1.262
H -2.419 3.297 2.561

The value obtained for the HOMO energy is -1.1 eV. The energy relative to the best compared isomer or geometry (same formula, charge and spin) comes out at 0.0 kcal/mol. As for the net charge: -2. The value obtained for the LUMO energy is 4.60 eV. The orbital gap is 5.647 eV.

=====

Entry from the OMol25 dataset: a molecular structure, C26H36Br63NP in a non-equilibrium geometry (wB97M-V/def2-TZVPD).

Atoms and positions in Å:
N -0.909 2.301 -3.308
C -1.462 0.961 -3.542
C -0.399 -0.178 -3.388
C -0.385 -0.633 -1.870
C 0.902 -0.026 -1.243
C 0.820 0.163 0.311
P 2.099 1.481 0.727
H 0.040 2.371 -3.644
H -0.902 2.525 -2.324
H -1.914 0.892 -4.543
H -2.301 0.836 -2.839
H 0.594 0.258 -3.606
H -0.542 -1.020 -4.075
H -0.385 -1.734 -1.876
H -1.298 -0.315 -1.342
H 1.025 0.980 -1.689
H 1.759 -0.620 -1.573
H -0.193 0.482 0.597
H 1.090 -0.774 0.820
H 3.075 0.944 1.611
H 2.797 1.831 -0.446
H 1.434 2.612 1.247
C 4.126 -0.240 4.620
Br 2.593 -1.365 4.268
Br 5.295 -0.144 3.083
Br 3.600 1.520 5.227
H 4.687 -0.703 5.422
C -1.490 -0.852 -7.207
Br 0.288 -0.099 -7.263
Br -1.491 -2.448 -6.115
Br -2.807 0.435 -6.615
H -1.762 -1.142 -8.214
C 5.335 -2.236 -0.527
Br 7.039 -1.373 -0.807
Br 5.462 -3.701 0.722
Br 3.966 -0.974 0.009
H 5.025 -2.649 -1.478
C -3.460 -2.521 0.193
Br -3.672 -0.749 -0.555
Br -3.930 -3.886 -1.090
Br -1.685 -2.789 0.925
H -4.158 -2.600 1.017
C 3.111 1.847 -9.425
Br 4.561 2.022 -10.690
Br 3.679 0.977 -7.796
Br 2.265 3.543 -9.047
H 2.364 1.212 -9.884
C 5.120 4.908 -0.433
Br 6.437 5.599 0.795
Br 5.902 4.344 -2.105
Br 4.073 3.489 0.387
H 4.432 5.715 -0.656
C -6.782 2.402 -6.396
Br -6.126 3.014 -8.108
Br -7.061 0.490 -6.377
Br -5.635 2.967 -4.946
H -7.747 2.867 -6.240
C 2.186 7.609 -2.412
Br 2.759 8.192 -4.161
Br 1.998 5.685 -2.320
Br 3.344 8.275 -1.013
H 1.205 8.030 -2.241
C 5.507 4.694 5.921
Br 7.136 5.277 6.780
Br 3.940 5.474 6.742
Br 5.549 5.007 4.013
H 5.440 3.623 6.065
C -8.022 5.302 -2.017
Br -7.538 6.175 -3.672
Br -9.803 4.556 -2.095
Br -6.715 3.974 -1.495
H -8.028 6.061 -1.248
C 2.497 -3.289 -7.249
Br 3.284 -2.632 -8.888
Br 2.188 -5.197 -7.316
Br 3.521 -2.795 -5.687
H 1.529 -2.813 -7.153
C 1.848 6.909 -6.769
Br 3.638 7.641 -6.768
Br 1.756 5.249 -5.783
Br 0.550 8.191 -6.131
H 1.596 6.685 -7.796
C -6.923 -3.673 -4.397
Br -5.277 -2.733 -4.771
Br -6.686 -5.588 -4.504
Br -7.647 -3.122 -2.693
H -7.642 -3.398 -5.157
C 0.313 -6.077 2.832
Br 1.915 -5.114 2.323
Br 0.600 -7.988 2.829
Br -0.379 -5.463 4.530
H -0.438 -5.867 2.082
C 4.723 -6.251 -4.174
Br 6.447 -5.387 -4.319
Br 4.859 -8.164 -4.406
Br 3.819 -5.798 -2.523
H 4.110 -5.875 -4.983
C -4.860 -4.836 5.468
Br -4.344 -4.311 3.679
Br -5.042 -6.755 5.628
Br -3.658 -4.113 6.796
H -5.836 -4.407 5.657
C -0.465 8.786 1.248
Br -0.073 9.642 -0.443
Br -2.214 7.966 1.245
Br 0.914 7.530 1.763
H -0.480 9.564 1.999
C 8.961 1.624 8.195
Br 7.259 0.765 7.862
Br 8.943 2.636 9.842
Br 10.421 0.359 8.147
H 9.124 2.329 7.391
C -7.868 -5.337 7.592
Br -7.869 -3.486 7.029
Br -6.980 -5.566 9.293
Br -9.649 -6.085 7.606
H -7.296 -5.892 6.859
C -3.429 -3.361 10.982
Br -2.140 -3.233 9.548
Br -2.625 -4.000 12.616
Br -4.376 -1.697 11.250
H -4.162 -4.098 10.678
C -2.393 -8.070 10.705
Br -0.743 -7.386 11.445
Br -3.941 -7.311 11.580
Br -2.475 -7.831 8.788
H -2.410 -9.134 10.896

The value obtained for the HOMO energy is -11.0 eV. As for the net charge: +1. The value obtained for the LUMO energy is -3.21 eV. The orbital gap is 7.744 eV.

=====

Entry from the OMol25 dataset: a molecular structure, C26H36ClN2O9S3Y (wB97M-V/def2-TZVPD).

Atoms and positions in Å:
Y 0.088 0.969 0.028
C -3.882 3.290 1.548
C -4.815 2.091 1.387
S -4.163 0.909 0.187
C -4.215 -0.662 1.078
C -3.543 -0.723 2.445
S -1.757 -0.395 2.438
C -1.627 0.809 3.780
C -2.404 2.118 3.624
S -2.174 2.958 2.033
H -4.330 4.009 2.240
H -3.767 3.795 0.586
H -5.792 2.453 1.058
H -4.974 1.589 2.342
H -3.712 -1.348 0.393
H -5.248 -1.003 1.185
H -3.697 -1.728 2.847
H -4.018 -0.033 3.143
H -0.559 1.015 3.837
H -1.920 0.335 4.720
H -2.089 2.788 4.427
H -3.472 1.945 3.762
O 0.821 4.448 2.207
Cl 1.474 3.238 1.836
O 2.797 3.188 2.365
O 1.485 3.082 0.385
O 0.699 2.079 2.321
O 2.407 2.908 -6.673
C 2.904 1.961 -6.036
O 3.883 1.236 -6.308
C 2.229 1.659 -4.671
C 2.706 0.641 -3.853
C 2.088 0.388 -2.642
N 1.025 1.085 -2.222
C 0.545 2.059 -3.014
C 1.127 2.382 -4.226
C -0.689 2.795 -2.489
O -1.268 3.587 -3.221
O -1.025 2.468 -1.295
H 3.560 0.065 -4.184
H 2.428 -0.392 -1.969
H 0.720 3.178 -4.832
C 2.726 -0.364 2.883
C 3.549 -0.746 1.648
C 3.792 0.430 0.702
C 2.994 -1.987 0.971
C 3.787 -3.121 1.028
C 3.391 -4.348 0.509
C 2.137 -4.405 -0.075
C 1.299 -3.302 -0.168
C -0.040 -3.541 -0.836
C -1.216 -3.257 0.109
C -0.113 -2.827 -2.192
C 1.689 -2.003 0.339
N 0.919 -0.899 0.300
H 3.070 0.580 3.313
H 2.810 -1.149 3.640
H 1.675 -0.259 2.617
H 4.543 -1.031 2.017
H 2.866 0.796 0.264
H 4.443 0.128 -0.121
H 4.258 1.264 1.230
H 4.760 -3.039 1.508
H 4.032 -5.220 0.563
H 1.784 -5.350 -0.485
H -0.089 -4.613 -1.061
H -1.097 -2.282 0.582
H -1.229 -4.001 0.908
H -2.177 -3.303 -0.418
H 0.215 -1.789 -2.111
H -1.119 -2.863 -2.626
H 0.570 -3.307 -2.895
C -2.199 -0.058 -2.396
O -1.736 -0.315 -1.069
H -2.908 -0.833 -2.700
H -1.370 -0.024 -3.104
H -2.692 0.910 -2.381
H -1.175 -1.107 -1.060

The value obtained for the HOMO energy is -1.4 eV. The energy relative to the best compared isomer or geometry (same formula, charge and spin) comes out at 0.0 kcal/mol. As for the net charge: -2. The value obtained for the LUMO energy is 3.34 eV. The orbital gap is 4.698 eV.

=====

Entry from the OMol25 dataset: a molecular structure, C26H36CsFN8O4S2 (wB97M-V/def2-TZVPD).

Atoms and positions in Å:
Cs 0.432 -0.199 -0.782
C 2.161 0.668 2.593
C 2.403 -0.839 2.729
C 3.553 -1.282 1.817
C 1.142 -1.657 2.468
C -0.116 -1.195 2.862
C -1.267 -1.923 2.601
C -1.199 -3.161 1.969
C -2.455 -3.948 1.701
C 0.050 -3.624 1.574
C 1.201 -2.879 1.797
H 3.102 1.210 2.712
H 1.462 1.042 3.340
H 1.753 0.939 1.619
H 2.689 -1.007 3.776
H 3.176 -1.456 0.800
H 3.999 -2.223 2.149
H 4.341 -0.526 1.802
H -0.254 -0.233 3.337
H -2.217 -1.475 2.866
H -3.267 -3.271 1.434
H -2.766 -4.513 2.584
H -2.314 -4.664 0.886
H 0.135 -4.571 1.045
H 2.134 -3.241 1.391
N -4.248 -0.753 1.015
C -5.111 0.044 1.894
C -4.419 1.311 2.407
C -3.668 1.090 3.746
O -4.350 1.284 4.779
O -2.477 0.708 3.664
H -3.888 -0.194 0.250
H -4.764 -1.521 0.601
H -5.390 -0.575 2.752
H -6.048 0.325 1.390
H -5.186 2.068 2.585
H -3.728 1.686 1.645
N -2.756 1.655 -2.016
H -2.888 2.391 -1.329
H -1.956 1.959 -2.568
H -2.406 0.868 -1.478
N -1.564 -5.339 -2.080
C -2.153 -4.103 -2.247
C -1.720 -2.997 -1.492
N -2.236 -1.803 -1.673
C -3.176 -1.666 -2.621
C -3.602 -2.759 -3.343
N -3.106 -3.987 -3.159
H -1.095 -5.498 -1.204
H -2.114 -6.109 -2.421
H -0.943 -3.104 -0.742
H -3.577 -0.673 -2.782
H -4.371 -2.656 -4.100
F 2.411 -2.078 -1.125
N 6.981 2.293 -2.578
C 5.590 2.471 -2.715
C 5.065 3.725 -3.001
C 3.696 3.889 -3.152
C 2.839 2.807 -3.028
C 3.361 1.543 -2.759
C 4.726 1.382 -2.605
S 1.084 3.068 -3.168
O 0.926 4.463 -3.537
O 0.601 2.074 -4.100
N 0.479 2.709 -1.773
C 0.644 3.379 -0.619
S 1.578 4.868 -0.436
C 1.247 4.838 1.262
C 0.473 3.768 1.554
N 0.126 2.951 0.509
H 7.447 3.117 -2.228
H 7.217 1.492 -2.013
H 5.728 4.579 -3.095
H 3.271 4.862 -3.358
H 2.743 0.657 -2.662
H 5.117 0.396 -2.381
H 1.610 5.602 1.929
H 0.098 3.524 2.538

The value obtained for the HOMO energy is -2.7 eV. The energy relative to the best compared isomer or geometry (same formula, charge and spin) comes out at 30.2 kcal/mol. As for the net charge: -2. The value obtained for the LUMO energy is 3.75 eV. The orbital gap is 6.426 eV.

=====

Entry from the OMol25 dataset: a molecular structure, C26H36IN2SSiTc (wB97M-V/def2-TZVPD).

Atoms and positions in Å:
Tc -1.505 0.432 0.979
C -3.090 4.981 -1.978
Si -1.677 4.225 -2.920
C -0.023 4.869 -2.354
C -1.893 4.463 -4.753
C -1.686 2.342 -2.604
C -1.820 1.407 -3.628
C -1.832 0.031 -3.393
C -1.699 -0.416 -2.102
N -1.548 0.460 -1.098
C -1.548 1.792 -1.333
S -1.376 2.578 0.239
H -3.191 6.037 -2.238
H -2.947 4.918 -0.898
H -4.031 4.486 -2.226
H 0.006 5.958 -2.435
H 0.781 4.466 -2.972
H 0.182 4.609 -1.313
H -1.913 5.533 -4.974
H -2.832 4.042 -5.117
H -1.072 4.029 -5.326
H -1.924 1.758 -4.649
H -1.946 -0.678 -4.201
H -1.706 -1.466 -1.843
I -3.639 0.547 2.362
C 1.102 3.718 5.192
C 1.390 2.996 3.905
C 2.469 3.369 3.108
C 2.770 2.719 1.916
C 3.914 3.175 1.053
C 1.967 1.655 1.519
C 0.894 1.273 2.308
C 0.596 1.934 3.491
N 0.049 0.192 1.883
C 0.388 -1.213 2.209
C 1.711 -1.625 1.554
C 1.995 -3.099 1.871
C 2.084 -3.286 3.389
C 0.756 -2.880 4.034
C -0.375 -3.749 3.475
C -0.460 -3.571 1.957
C 0.869 -3.970 1.310
C -0.740 -2.091 1.648
C 0.472 -1.405 3.726
H 1.159 4.798 5.057
H 1.831 3.446 5.957
H 0.111 3.472 5.571
H 3.092 4.199 3.423
H 4.678 3.677 1.645
H 3.565 3.882 0.297
H 4.378 2.338 0.533
H 2.164 1.136 0.588
H -0.260 1.621 4.076
H 2.519 -0.996 1.936
H 1.648 -1.469 0.472
H 2.943 -3.377 1.407
H 2.900 -2.682 3.795
H 2.308 -4.330 3.621
H 0.815 -3.006 5.116
H -1.327 -3.478 3.942
H -0.189 -4.800 3.709
H -1.274 -4.175 1.552
H 0.810 -3.858 0.222
H 1.074 -5.024 1.513
H -1.700 -1.818 2.114
H -0.807 -1.975 0.554
H 1.264 -0.770 4.128
H -0.473 -1.090 4.181

Its expectation value of S² is 0.760. The value obtained for the HOMO energy (spin up / spin down) is -11.4 / -11.5 eV. The energy relative to the best compared isomer or geometry (same formula, charge and spin) comes out at 0.0 kcal/mol. As for the net charge: +1. The value obtained for the LUMO energy (spin up / spin down) is -4.26 / -4.34 eV. Its spin multiplicity is 2. The orbital gap (spin up / spin down) is 7.114 / 7.135 eV.